# 1
73
Properties=species:S:1:pos:R:3 method="wB97M-V/def2-TZVPD" de_lowest_kcal_mol=37.8 smiles="CCn1cc(C(=O)N2CCN(c3ccccn3)CC2)c(=O)c2cc(S(=O)(=O)N(C)C3CCCCC3)ccc21" e_lumo_ev=-0.146 total_charge=0
C -1.614 -5.509 1.469
C -1.136 -4.265 2.212
N -0.632 -3.261 1.293
C 0.699 -3.222 1.050
C 1.306 -2.369 0.192
C 2.779 -2.527 -0.042
O 3.234 -3.616 -0.353
N 3.551 -1.435 0.116
C 3.134 -0.142 0.608
C 3.388 0.927 -0.463
N 4.778 0.901 -0.869
C 5.665 1.724 -0.230
C 7.051 1.693 -0.474
C 7.858 2.611 0.159
C 7.296 3.547 1.021
C 5.926 3.503 1.194
N 5.135 2.627 0.602
C 5.142 -0.395 -1.391
C 4.933 -1.467 -0.311
C 0.518 -1.474 -0.640
O 0.985 -0.718 -1.481
C -0.930 -1.558 -0.378
C -1.777 -0.728 -1.117
C -3.130 -0.739 -0.894
S -4.209 0.398 -1.773
O -5.561 0.029 -1.471
O -3.796 0.462 -3.141
N -3.927 1.883 -1.090
C -2.716 2.551 -1.494
C -4.461 2.091 0.240
C -3.451 1.854 1.368
C -4.157 1.963 2.717
C -4.801 3.337 2.873
C -5.778 3.605 1.732
C -5.073 3.487 0.383
C -3.676 -1.593 0.055
C -2.866 -2.439 0.776
C -1.474 -2.436 0.581
H -1.976 -6.249 2.178
H -2.417 -5.264 0.778
H -0.794 -5.942 0.901
H -1.940 -3.837 2.815
H -0.323 -4.535 2.890
H 1.301 -3.926 1.609
H 2.082 -0.164 0.885
H 3.731 0.098 1.498
H 3.162 1.916 -0.068
H 2.762 0.711 -1.332
H 7.487 0.977 -1.152
H 8.924 2.603 -0.018
H 7.902 4.277 1.531
H 5.420 4.202 1.850
H 6.172 -0.409 -1.739
H 4.483 -0.613 -2.238
H 5.143 -2.466 -0.696
H 5.586 -1.258 0.546
H -1.341 -0.092 -1.872
H -2.551 2.292 -2.537
H -1.845 2.245 -0.903
H -2.846 3.629 -1.414
H -5.267 1.355 0.322
H -2.991 0.869 1.260
H -2.661 2.607 1.316
H -3.441 1.793 3.524
H -4.928 1.191 2.783
H -5.323 3.395 3.830
H -4.022 4.103 2.870
H -6.208 4.603 1.837
H -6.595 2.882 1.775
H -4.287 4.242 0.319
H -5.776 3.654 -0.432
H -4.745 -1.585 0.197
H -3.322 -3.104 1.491



# 2
71
Properties=species:S:1:pos:R:3 method="wB97M-V/def2-TZVPD" s_squared=6.01 spin_multiplicity=5 e_lumo_ev="-3.148 / -3.065" total_charge=+1
Pm -0.527 0.431 -0.152
C -0.235 2.658 2.331
N 0.099 2.783 0.900
C 1.517 3.165 0.772
C -0.787 3.738 0.235
C -0.472 5.084 0.104
C -1.302 5.939 -0.602
C -2.449 5.439 -1.200
C -2.782 4.105 -1.056
C -1.983 3.238 -0.306
N -2.280 1.879 -0.119
C -3.588 1.494 0.174
C -4.613 2.361 0.585
C -5.889 1.893 0.841
C -6.194 0.545 0.710
C -5.176 -0.336 0.389
C -3.891 0.125 0.154
N -2.765 -0.806 0.044
C -2.952 -1.787 -1.039
C -2.631 -1.477 1.358
H -0.084 3.604 2.858
H 0.405 1.903 2.794
H -1.282 2.370 2.439
H 1.752 4.061 1.353
H 1.755 3.344 -0.272
H 2.137 2.351 1.140
H 0.432 5.480 0.547
H -1.040 6.984 -0.699
H -3.085 6.090 -1.786
H -3.671 3.711 -1.531
H -4.402 3.415 0.697
H -6.655 2.592 1.152
H -7.196 0.181 0.886
H -5.386 -1.398 0.343
H -3.801 -2.448 -0.843
H -2.059 -2.404 -1.148
H -3.144 -1.258 -1.971
H -3.487 -2.126 1.561
H -2.597 -0.715 2.139
H -1.720 -2.066 1.398
C 5.126 1.363 0.386
C 4.853 0.636 -0.927
N 4.125 -0.613 -0.713
C 4.944 -1.767 -0.318
C 5.359 -2.588 -1.534
C 2.804 -0.742 -0.860
S 1.886 0.605 -1.494
N 2.311 -1.963 -0.673
C 1.151 -2.347 -0.175
O 0.298 -1.553 0.418
C 0.896 -3.777 -0.242
C -0.314 -4.332 0.251
C -0.536 -5.680 0.180
C 0.437 -6.542 -0.378
C 1.639 -6.015 -0.862
C 1.875 -4.665 -0.803
H 5.585 2.332 0.192
H 5.801 0.791 1.024
H 4.197 1.517 0.935
H 5.795 0.387 -1.416
H 4.284 1.265 -1.604
H 4.386 -2.380 0.383
H 5.822 -1.381 0.198
H 4.478 -2.937 -2.071
H 5.948 -3.450 -1.220
H 5.966 -1.994 -2.219
H -1.057 -3.688 0.692
H -1.464 -6.094 0.554
H 0.251 -7.606 -0.422
H 2.385 -6.674 -1.285
H 2.798 -4.248 -1.175



# 3
77
Properties=species:S:1:pos:R:3 method="wB97M-V/def2-TZVPD" smiles="N=[PH2]O[P@](=O)(O)OCCC(N)=O.c1ccncc1.c1ccncc1.c1ccncc1.c1ccncc1.c1ccncc1" e_lumo_ev=-0.405 total_charge=0
N 0.913 -1.800 4.342
P 0.039 -2.952 3.613
O 0.843 -3.704 2.253
P 2.269 -4.620 2.776
O 1.794 -6.155 2.899
O 2.850 -4.158 4.351
O 3.455 -4.403 1.507
C 4.543 -3.503 1.918
C 4.079 -1.979 2.306
C 3.698 -1.026 1.017
N 3.091 -1.497 -0.289
O 3.984 0.292 1.140
H 1.039 -2.058 5.357
H -1.154 -2.310 3.077
H -0.337 -3.967 4.575
H 3.111 -4.991 4.874
H 5.266 -3.404 0.974
H 5.232 -3.950 2.784
H 3.212 -1.903 3.087
H 5.026 -1.465 2.820
H 3.890 -1.852 -0.873
H 2.768 -0.621 -0.792
C -4.834 -0.442 0.176
C -3.715 0.182 0.716
C -3.483 0.051 2.076
N -4.285 -0.647 2.911
C -5.365 -1.240 2.358
C -5.678 -1.169 1.010
H -5.048 -0.363 -0.886
H -3.039 0.757 0.094
H -2.621 0.517 2.545
H -5.994 -1.793 3.050
H -6.557 -1.668 0.619
C 5.410 4.245 0.039
C 5.256 2.879 0.252
C 5.838 2.005 -0.652
N 6.545 2.402 -1.733
C 6.676 3.734 -1.914
C 6.134 4.685 -1.065
H 4.969 4.961 0.726
H 4.697 2.505 1.102
H 5.749 0.930 -0.527
H 7.246 4.027 -2.791
H 6.272 5.743 -1.259
C -3.204 5.647 0.792
C -3.241 4.329 1.235
C -4.154 3.466 0.649
N -5.014 3.831 -0.327
C -4.955 5.118 -0.735
C -4.076 6.053 -0.213
H -2.501 6.352 1.226
H -2.576 3.982 2.017
H -4.219 2.427 0.959
H -5.658 5.386 -1.519
H -4.071 7.073 -0.581
C -5.333 6.994 -6.363
C -4.214 7.619 -5.822
C -3.982 7.487 -4.462
N -4.784 6.790 -3.628
C -5.863 6.196 -4.181
C -6.176 6.267 -5.529
H -5.546 7.074 -7.425
H -3.538 8.194 -6.445
H -3.120 7.954 -3.994
H -6.493 5.644 -3.489
H -7.056 5.769 -5.919
C 1.882 -8.304 0.131
C 1.728 -9.670 0.344
C 2.311 -10.544 -0.560
N 3.017 -10.147 -1.641
C 3.148 -8.815 -1.822
C 2.606 -7.864 -0.973
H 1.441 -7.588 0.818
H 1.169 -10.045 1.194
H 2.222 -11.620 -0.435
H 3.718 -8.522 -2.699
H 2.745 -6.807 -1.167



Please write out number 2 again, unchanged.
71
Properties=species:S:1:pos:R:3 method="wB97M-V/def2-TZVPD" s_squared=6.01 spin_multiplicity=5 e_lumo_ev="-3.148 / -3.065" total_charge=+1
Pm -0.527 0.431 -0.152
C -0.235 2.658 2.331
N 0.099 2.783 0.900
C 1.517 3.165 0.772
C -0.787 3.738 0.235
C -0.472 5.084 0.104
C -1.302 5.939 -0.602
C -2.449 5.439 -1.200
C -2.782 4.105 -1.056
C -1.983 3.238 -0.306
N -2.280 1.879 -0.119
C -3.588 1.494 0.174
C -4.613 2.361 0.585
C -5.889 1.893 0.841
C -6.194 0.545 0.710
C -5.176 -0.336 0.389
C -3.891 0.125 0.154
N -2.765 -0.806 0.044
C -2.952 -1.787 -1.039
C -2.631 -1.477 1.358
H -0.084 3.604 2.858
H 0.405 1.903 2.794
H -1.282 2.370 2.439
H 1.752 4.061 1.353
H 1.755 3.344 -0.272
H 2.137 2.351 1.140
H 0.432 5.480 0.547
H -1.040 6.984 -0.699
H -3.085 6.090 -1.786
H -3.671 3.711 -1.531
H -4.402 3.415 0.697
H -6.655 2.592 1.152
H -7.196 0.181 0.886
H -5.386 -1.398 0.343
H -3.801 -2.448 -0.843
H -2.059 -2.404 -1.148
H -3.144 -1.258 -1.971
H -3.487 -2.126 1.561
H -2.597 -0.715 2.139
H -1.720 -2.066 1.398
C 5.126 1.363 0.386
C 4.853 0.636 -0.927
N 4.125 -0.613 -0.713
C 4.944 -1.767 -0.318
C 5.359 -2.588 -1.534
C 2.804 -0.742 -0.860
S 1.886 0.605 -1.494
N 2.311 -1.963 -0.673
C 1.151 -2.347 -0.175
O 0.298 -1.553 0.418
C 0.896 -3.777 -0.242
C -0.314 -4.332 0.251
C -0.536 -5.680 0.180
C 0.437 -6.542 -0.378
C 1.639 -6.015 -0.862
C 1.875 -4.665 -0.803
H 5.585 2.332 0.192
H 5.801 0.791 1.024
H 4.197 1.517 0.935
H 5.795 0.387 -1.416
H 4.284 1.265 -1.604
H 4.386 -2.380 0.383
H 5.822 -1.381 0.198
H 4.478 -2.937 -2.071
H 5.948 -3.450 -1.220
H 5.966 -1.994 -2.219
H -1.057 -3.688 0.692
H -1.464 -6.094 0.554
H 0.251 -7.606 -0.422
H 2.385 -6.674 -1.285
H 2.798 -4.248 -1.175